{"formula": "C57H42BrIN9O2PRbSe", "method": "ωB97M-V/def2-TZVPD", "elements": ["Rb", "O", "C", "C", "C", "C", "C", "C", "C", "O", "N", "N", "C", "C", "Br", "C", "C", "C", "C", "C", "C", "C", "H", "H", "H", "H", "H", "H", "H", "H", "H", "H", "H", "H", "H", "H", "C", "C", "N", "C", "C", "N", "C", "C", "C", "C", "C", "N", "C", "C", "N", "C", "C", "N", "C", "C", "C", "N", "C", "C", "H", "H", "H", "H", "H", "H", "H", "H", "H", "H", "H", "H", "I", "C", "C", "C", "C", "C", "C", "C", "C", "C", "P", "C", "C", "C", "C", "C", "C", "C", "C", "C", "C", "C", "C", "C", "H", "H", "H", "H", "H", "H", "H", "H", "H", "H", "H", "H", "H", "H", "H", "H", "Se", "C", "N"], "positions_angstrom": [[-0.21797, -1.39961, -0.19207], [-3.22467, -6.63451, -0.53117], [-2.03777, -6.97601, 0.06083], [-1.83037, -8.31691, 0.35733], [-0.65337, -8.72251, 0.96143], [0.31923, -7.79331, 1.28373], [0.11643, -6.46111, 0.97903], [-1.04847, -6.03821, 0.36203], [-1.20117, -4.55291, 0.02623], [-0.16127, -3.80151, 0.24103], [-1.61947, -4.55701, -1.45547], [-1.71677, -3.41491, -2.08017], [-1.60157, -3.34221, -3.35697], [-1.78487, -2.11591, -4.06957], [-1.48897, -0.53081, -3.03457], [-2.17497, -2.05041, -5.35567], [-2.48237, -0.85001, -6.11287], [-1.67857, 0.28869, -6.08527], [-2.09157, 1.45419, -6.70317], [-3.29957, 1.49689, -7.37967], [-4.06887, 0.34819, -7.47897], [-3.66017, -0.81671, -6.86067], [-3.18237, -5.69771, -0.77527], [-2.60147, -9.02731, 0.09783], [-0.50017, -9.77221, 1.17243], [1.23723, -8.10401, 1.75833], [0.86603, -5.71631, 1.19773], [-2.11867, -4.16551, 0.55373], [-1.18417, -5.32211, -1.98447], [-1.40377, -4.22971, -3.97097], [-2.40787, -2.99081, -5.83897], [-0.72567, 0.25429, -5.58207], [-1.47097, 2.33779, -6.64537], [-3.63807, 2.41809, -7.83307], [-4.99907, 0.36599, -8.02927], [-4.27397, -1.70461, -6.91637], [3.17753, -1.76041, 3.14563], [2.63043, -1.30221, 1.95423], [1.46673, -0.67451, 1.91903], [0.80983, -0.52431, 3.07033], [1.35733, -1.02231, 4.25833], [2.53463, -1.61781, 4.29793], [-0.48487, 0.18169, 3.06633], [-0.78927, 1.02639, 4.12623], [-2.00667, 1.72569, 4.11833], [-2.84397, 1.49889, 3.02343], [-2.50257, 0.57709, 2.04163], [-1.31287, -0.04901, 2.04863], [-3.46147, 0.21119, 0.99823], [-4.78597, 0.67979, 0.98193], [-5.65977, 0.33069, 0.06163], [-5.24917, -0.53581, -0.86357], [-3.96687, -1.06001, -0.82857], [-3.07777, -0.67951, 0.07073], [-2.41097, 2.60519, 5.20463], [-3.75567, 2.96509, 5.39493], [-4.10077, 3.79989, 6.43593], [-3.23387, 4.29469, 7.31153], [-1.96377, 3.94479, 7.15213], [-1.50267, 3.12649, 6.14083], [4.13533, -2.25991, 3.18953], [3.14453, -1.44081, 1.01143], [0.81983, -0.95331, 5.19623], [-0.08167, 1.14859, 4.93043], [-3.76177, 2.05379, 2.94343], [-5.18087, 1.34329, 1.73823], [-5.97287, -0.80711, -1.61817], [-3.64707, -1.82351, -1.52547], [-4.53247, 2.58279, 4.75003], [-5.13187, 4.09869, 6.58313], [-1.27887, 4.35869, 7.88283], [-0.44717, 2.90739, 6.08063], [2.71983, -0.80961, -2.08737], [4.03623, 0.75249, -2.71777], [4.76463, 0.40889, -3.83627], [5.77343, 1.23089, -4.33847], [6.05363, 2.40249, -3.69677], [5.31333, 2.79739, -2.56317], [5.66483, 4.00949, -1.93887], [4.97403, 4.45909, -0.85067], [3.90943, 3.70489, -0.36887], [3.53963, 2.48839, -0.91197], [2.12363, 1.67999, -0.00907], [2.68393, 2.10549, 1.67993], [4.00673, 1.85499, 2.04503], [4.42863, 2.06889, 3.34363], [3.53353, 2.51609, 4.30283], [2.21153, 2.73129, 3.95383], [1.78353, 2.51459, 2.65693], [0.89823, 3.01239, -0.37107], [0.05103, 2.73169, -1.44027], [-0.93677, 3.62159, -1.81927], [-1.09857, 4.81179, -1.12907], [-0.25547, 5.10749, -0.07117], [0.73923, 4.22109, 0.30203], [4.24803, 1.98419, -2.04157], [4.56383, -0.53381, -4.32377], [6.33663, 0.91999, -5.20557], [6.85463, 3.04469, -4.03807], [6.49533, 4.57229, -2.34017], [5.24133, 5.38149, -0.35607], [3.37083, 4.08539, 0.48493], [4.71273, 1.49449, 1.30543], [5.46043, 1.89369, 3.61023], [3.86953, 2.68649, 5.31613], [1.50413, 3.08089, 4.69143], [0.74273, 2.65849, 2.40323], [0.16683, 1.79889, -1.97737], [-1.58527, 3.38009, -2.64817], [-1.87577, 5.50809, -1.41077], [-0.37057, 6.03689, 0.47203], [1.37563, 4.48229, 1.13493], [1.86203, -4.45521, -1.47497], [3.16393, -5.32951, -0.65707], [4.02243, -5.92101, -0.15077]], "energy_ha": -8479.17817, "total_charge": -1, "homo_energy_ev": -2.82, "e_lumo_ha": 0.02250, "orbital_gap_ha": 0.1261, "max_force_ha_per_bohr": 0.0308}

---

{"formula": "C4H10NS", "method": "ωB97M-V/def2-TZVPD", "elements": ["S", "C", "C", "N", "C", "C", "H", "H", "H", "H", "H", "H", "H", "H", "H", "H"], "positions_angstrom": [[2.57127, 0.82183, 0.12859], [1.76431, -0.87159, -0.02901], [0.13028, -0.88667, 0.49917], [-0.43751, 0.43641, 0.21946], [-1.43723, 0.70879, -0.74330], [-1.73971, 0.83392, 0.67392], [2.56264, 1.17943, -1.18002], [2.26404, -1.54185, 0.60634], [1.76300, -1.06478, -1.15832], [0.05609, -1.04875, 1.55968], [-0.48320, -1.71779, -0.03382], [0.08404, 1.21508, 0.58145], [-2.00629, -0.10555, -1.26446], [-1.12112, 1.39935, -1.51924], [-1.95169, 1.84038, 1.17249], [-2.41265, 0.12490, 1.03319]], "energy_ha": -611.00660, "total_charge": 1, "smiles": "SCC[NH+]1CC1", "homo_energy_ev": -13.53, "e_lumo_ha": -0.10609, "orbital_gap_ha": 0.3912, "max_force_ha_per_bohr": 0.0830}

---

{"formula": "C44H65BN2OPS2W", "method": "ωB97M-V/def2-TZVPD", "elements": ["W", "C", "C", "C", "C", "C", "C", "C", "H", "H", "H", "H", "H", "C", "C", "C", "P", "C", "C", "C", "C", "C", "C", "H", "H", "H", "H", "H", "H", "H", "H", "H", "H", "H", "H", "H", "H", "H", "H", "H", "H", "H", "H", "H", "C", "O", "C", "S", "S", "H", "H", "H", "C", "C", "C", "C", "C", "C", "C", "C", "C", "C", "C", "C", "N", "B", "N", "C", "C", "C", "C", "C", "C", "C", "C", "C", "C", "C", "C", "C", "C", "H", "H", "H", "H", "H", "H", "H", "H", "H", "H", "H", "H", "H", "H", "H", "H", "H", "H", "H", "H", "H", "H", "H", "H", "H", "H", "H", "H", "H", "H", "H", "H", "H", "H", "H", "H"], "positions_angstrom": [[-0.69359, -0.39121, -0.06370], [-2.53956, 0.67625, -0.48681], [-2.80622, 1.61273, -1.59174], [-1.79914, 2.20173, -2.35338], [-2.10540, 2.94967, -3.47668], [-3.42339, 3.14611, -3.85127], [-4.43421, 2.58580, -3.08693], [-4.12937, 1.81621, -1.98278], [-0.77106, 2.05059, -2.06268], [-1.30713, 3.38793, -4.06147], [-3.66883, 3.70285, -4.74590], [-5.47061, 2.73524, -3.35993], [-4.91934, 1.34212, -1.41550], [2.31785, -2.96742, -3.19883], [1.61730, -2.64953, -1.88485], [2.57098, -2.01204, -0.87832], [0.06373, -1.61380, -1.97947], [0.12322, -0.45873, -3.45890], [0.18679, -0.93050, -4.90800], [1.23675, 0.54698, -3.17300], [-1.27470, -2.86967, -2.33778], [-1.44644, -3.73873, -1.09097], [-1.17551, -3.79082, -3.55111], [3.10076, -3.70766, -3.02922], [2.78332, -2.07614, -3.61187], [1.61958, -3.37059, -3.92707], [1.25675, -3.58741, -1.44261], [3.08083, -1.15351, -1.31283], [3.31822, -2.73932, -0.55605], [2.00728, -1.66651, -0.00452], [-0.83659, 0.06617, -3.33775], [1.05569, -1.54971, -5.10425], [0.24549, -0.05435, -5.55517], [-0.71047, -1.47501, -5.18564], [2.21510, 0.11070, -3.36860], [1.18435, 0.83767, -2.12141], [1.12384, 1.43464, -3.79763], [-2.17524, -2.24128, -2.43534], [-0.69606, -4.52982, -1.04860], [-2.42335, -4.21428, -1.11059], [-1.38794, -3.13853, -0.18157], [-0.37215, -4.51535, -3.42512], [-1.02007, -3.25734, -4.48277], [-2.11502, -4.33759, -3.62971], [-5.13356, -5.47755, -0.65681], [-4.88276, -4.38682, 0.18992], [-4.78254, -3.15406, -0.37735], [-5.00574, -2.95146, -2.01447], [-4.45175, -1.94845, 0.72340], [-5.04360, -6.37136, -0.04241], [-4.41377, -5.50677, -1.48182], [-6.13892, -5.41663, -1.08417], [3.21590, 4.98665, 0.23408], [2.56901, 3.73166, -0.35533], [3.14066, 3.44884, -1.74284], [1.06646, 3.89242, -0.39145], [0.50097, 4.90380, -1.15393], [-0.85948, 5.12945, -1.13355], [-1.68472, 4.32101, -0.37647], [-1.16197, 3.29239, 0.39384], [-2.02851, 2.50706, 1.35335], [-3.34597, 3.22146, 1.65654], [-2.34167, 1.05988, 0.94270], [0.22416, 3.08282, 0.37755], [0.76696, 2.11971, 1.24808], [0.71811, 0.68329, 1.24122], [1.35028, 0.34789, 2.50429], [1.71505, 1.51901, 3.15675], [1.37354, 2.57517, 2.40420], [1.67716, -0.85006, 3.17966], [3.02545, -1.21209, 3.33322], [3.34713, -2.34088, 4.07487], [2.35901, -3.11304, 4.65438], [1.03548, -2.74737, 4.51102], [0.67607, -1.61438, 3.79422], [-0.78142, -1.24024, 3.68192], [-1.45930, -1.10002, 5.04668], [-1.49210, -2.27645, 2.81274], [4.13774, -0.38455, 2.72727], [5.03121, -1.23176, 1.82108], [4.97046, 0.28586, 3.82441], [4.29046, 4.84817, 0.32523], [2.81144, 5.20881, 1.21866], [3.04204, 5.84868, -0.40471], [2.81488, 2.88431, 0.28996], [2.91563, 4.26002, -2.43341], [2.71865, 2.52906, -2.13771], [4.22306, 3.34094, -1.67969], [1.13615, 5.54529, -1.74595], [-1.27656, 5.95178, -1.69830], [-2.74517, 4.50245, -0.39295], [-1.46489, 2.44502, 2.29700], [-4.01254, 3.17763, 0.79836], [-3.17090, 4.26352, 1.91936], [-3.84346, 2.73497, 2.49369], [-3.16268, 0.67701, 1.55748], [-1.44595, 0.41513, 1.28663], [-3.27979, -0.13992, -0.53404], [2.16609, 1.50084, 4.13279], [1.46002, 3.62523, 2.61992], [4.38234, -2.62765, 4.20638], [2.62253, -3.98658, 5.23519], [0.26776, -3.35269, 4.97044], [-0.84526, -0.26778, 3.18609], [-1.51278, -2.05289, 5.56953], [-2.47541, -0.73475, 4.90737], [-0.91826, -0.38873, 5.67053], [-1.43294, -3.26643, 3.26056], [-1.00771, -2.31464, 1.83295], [-2.54058, -2.02600, 2.66548], [3.69480, 0.40012, 2.10866], [5.53895, -2.01455, 2.37982], [5.78825, -0.60930, 1.34644], [4.42952, -1.69587, 1.04641], [5.49116, -0.45592, 4.42748], [4.33162, 0.87063, 4.48212], [5.71004, 0.95316, 3.38375]], "energy_ha": -3129.99459, "total_charge": -1, "homo_energy_ev": [-3.43, -3.43], "e_lumo_ha": [0.08738, 0.08738], "orbital_gap_ha": [0.2133, 0.2133], "max_force_ha_per_bohr": 0.0400}

---

{"formula": "C30H45NO2P2PrS2", "method": "ωB97M-V/def2-TZVPD", "elements": ["Pr", "C", "C", "C", "C", "C", "C", "H", "H", "H", "C", "H", "H", "H", "C", "H", "H", "H", "C", "H", "H", "H", "C", "H", "H", "H", "C", "C", "C", "C", "C", "C", "C", "C", "H", "H", "H", "H", "H", "H", "H", "H", "H", "H", "H", "H", "P", "C", "C", "P", "C", "C", "C", "H", "H", "H", "H", "H", "H", "H", "H", "H", "H", "H", "H", "H", "H", "O", "S", "O", "N", "C", "S", "C", "C", "C", "C", "C", "C", "H", "H", "H", "H"], "positions_angstrom": [[0.57042, -0.66577, 0.86681], [1.65413, 1.28792, 2.60848], [0.28038, 1.20437, 3.00771], [1.33064, -0.73770, 3.65830], [2.30061, 0.08355, 3.00637], [0.07599, -0.06069, 3.62287], [2.33772, 2.47974, 2.04854], [1.64997, 3.12476, 1.48900], [3.14428, 2.19006, 1.36316], [2.78890, 3.09616, 2.84354], [3.74758, -0.22878, 2.89932], [4.30484, 0.62046, 2.49011], [3.94225, -1.08429, 2.23743], [4.17344, -0.48167, 3.88148], [1.63165, -1.94938, 4.44027], [1.90453, -1.70774, 5.48005], [2.46904, -2.50150, 4.00213], [0.76892, -2.61882, 4.47413], [-1.17100, -0.53610, 4.27736], [-1.18622, -0.29352, 5.35088], [-1.27686, -1.62433, 4.18766], [-2.06311, -0.08477, 3.82810], [-0.71057, 2.30854, 2.97929], [-0.76892, 2.81785, 3.95537], [-1.72008, 1.94164, 2.74659], [-0.46033, 3.06949, 2.23359], [-1.45072, 2.00734, -4.60451], [-1.52600, 3.09193, -3.81083], [-2.74219, 3.95587, -3.66505], [-4.08237, 3.18661, -3.53140], [-3.98851, 1.95152, -2.69950], [-3.83380, 0.70217, -3.19384], [-3.42901, 0.36187, -4.58956], [-2.59665, 1.42156, -5.36320], [-2.84917, 4.63534, -4.53008], [-4.51888, 2.99014, -4.52399], [-2.61911, 4.60573, -2.78144], [-3.25897, 2.18832, -5.79986], [-0.47698, 1.62464, -4.93710], [-0.60561, 3.52867, -3.40592], [-2.15781, 0.89071, -6.22475], [-2.84081, -0.57195, -4.56116], [-4.08942, -0.16774, -2.58506], [-4.31810, 0.14508, -5.20493], [-4.78356, 3.87175, -3.02598], [-4.16558, 2.12585, -1.63151], [0.21355, 1.33271, -1.14238], [1.24066, 1.39103, -2.64248], [-0.43680, 2.99234, -0.74892], [-2.15992, -0.59512, -0.17500], [-1.30917, 0.34022, -1.60907], [-3.62804, 0.37841, 0.31287], [-2.86673, -2.13862, -0.86888], [1.72987, 0.41633, -2.78575], [2.02823, 2.14950, -2.53563], [0.65465, 1.62782, -3.53646], [-1.15415, 3.37397, -1.48692], [0.40023, 3.70489, -0.67616], [-0.94749, 2.97565, 0.22618], [-3.32990, -2.00220, -1.85173], [-3.60777, -2.54041, -0.16622], [-2.06850, -2.88707, -0.96601], [-1.08857, -0.35870, -2.43060], [-1.98895, 1.09515, -2.01466], [-4.15619, -0.15298, 1.11912], [-4.33756, 0.52468, -0.51560], [-3.31637, 1.35928, 0.69931], [0.84382, -5.40482, 0.75010], [1.47800, -4.43070, 1.60849], [0.96898, -4.25011, 2.94803], [1.49613, -2.89439, 0.84228], [2.69983, -2.61152, 0.28815], [2.90386, -1.18239, -0.59677], [3.74890, -3.51876, 0.68102], [5.12617, -3.33834, 0.49093], [6.01800, -4.16073, 1.18108], [5.52677, -5.13382, 2.07097], [4.13968, -5.32021, 2.25036], [3.26056, -4.50415, 1.54005], [5.46828, -2.56038, -0.18412], [7.09606, -4.06733, 1.02666], [6.22896, -5.75276, 2.63526], [3.73999, -6.05136, 2.95365]], "multiplicity": 3, "energy_ha": -3371.25674, "total_charge": 1, "homo_energy_ev": [-10.02, -10.03], "e_lumo_ha": [-0.12422, -0.12379], "s2": 2.004, "orbital_gap_ha": [0.2441, 0.2448], "max_force_ha_per_bohr": 0.0612}

---

{"formula": "C7H4F3IN2", "method": "ωB97M-V/def2-TZVPD", "elements": ["C", "C", "C", "C", "C", "C", "C", "N", "N", "F", "F", "F", "I", "H", "H", "H", "H"], "positions_angstrom": [[0.71820, -1.28291, -0.58720], [-2.00725, 1.22091, -0.33639], [-1.22208, 2.29440, 0.10755], [-1.44131, -0.04912, -0.50305], [-0.05674, 1.95827, 0.77975], [-0.10171, -0.15657, -0.00509], [1.34307, -2.51275, 0.21443], [0.84722, -1.17340, -1.79235], [0.54937, 0.86033, 0.54337], [0.46640, -2.79284, 1.19389], [1.60131, -3.64675, -0.50206], [2.53422, -2.16851, 0.71097], [3.10421, 1.12487, 0.17336], [-3.02425, 1.38767, -0.56187], [-1.80684, 3.19507, 0.16136], [-2.02874, -0.95952, -0.80676], [0.52492, 2.70085, 1.21010]], "energy_ha": -975.83427, "total_charge": 0, "homo_energy_ev": [-8.76, -9.05], "e_lumo_ha": [-0.05376, -0.05991], "orbital_gap_ha": [0.2684, 0.2728], "max_force_ha_per_bohr": 0.0712}